No. 1
{
  "formula": "C6H4O3",
  "method": "ωB97M-V/def2-TZVPD",
  "largest_force_ev_per_a": 4.28,
  "multiplicity": 1,
  "homo_ev": -8.716,
  "species": ["H", "C", "H", "O", "C", "C", "H", "O", "C", "O", "C", "C", "H"],
  "xyz": [[-2.734485, 1.081437, 0.206850], [1.279265, 1.440859, -0.017565], [3.670675, 1.335004, 0.226694], [-0.075396, 1.160563, -0.000186], [-2.869021, 0.080393, 0.074343], [-1.752151, -0.589372, -0.364718], [-1.642200, -1.700102, -0.589425], [3.460670, 0.387878, 0.151913], [2.085421, 0.278478, 0.137718], [1.436066, -2.136199, 0.030415], [1.524396, -0.977961, 0.199882], [-0.437031, -0.069682, -0.070368], [-3.946210, -0.291290, 0.014446]],
  "forces_ev_per_angstrom": [[0.2, 2.7, 1.0], [2.7, -1.4, 0.4], [-0.2, -0.3, 0.0], [-2.9, -0.1, -0.4], [-0.3, -3.5, -2.5], [-0.9, -0.6, 1.3], [-0.8, 1.6, 0.1], [0.0, 0.1, 0.2], [-0.6, 2.0, 0.0], [0.9, 0.7, 0.7], [-2.7, -0.8, -1.5], [2.6, -0.7, 0.4], [1.8, 0.2, 0.4]]
}



No. 2
{
  "formula": "C16H20ClNO4",
  "method": "ωB97M-V/def2-TZVPD",
  "largest_force_ev_per_a": 0.69,
  "multiplicity": 1,
  "smiles": "CCCCNC(=O)COC(=O)CCC(=O)c1ccc(Cl)cc1",
  "homo_ev": -9.506,
  "species": ["O", "C", "H", "N", "H", "H", "C", "H", "H", "C", "H", "H", "C", "H", "C", "C", "O", "C", "H", "H", "H", "H", "C", "Cl", "H", "H", "C", "H", "H", "H", "O", "C", "C", "O", "H", "H", "C", "C", "H", "C", "C", "C"],
  "xyz": [[2.083702, -1.369870, 2.739611], [0.396913, 0.166510, 1.958409], [2.437271, -5.196397, 1.179298], [-0.065330, -2.082440, 2.685128], [-1.178556, -4.345607, 1.644237], [-0.479978, 0.496587, 2.524452], [-0.706602, 0.901975, -1.900553], [-1.155202, 6.781042, -1.246505], [0.344367, -4.763932, -0.191470], [-0.664079, 3.460626, -1.773499], [1.280422, 4.848786, -4.178222], [-0.979646, 0.964150, -2.954977], [0.215789, 3.548514, -2.852387], [-1.008168, -1.846243, 2.394430], [-1.379807, -0.304240, -1.252147], [-1.147788, 4.639553, -1.201713], [0.063860, 0.080703, 0.573273], [0.098747, 5.939513, -2.766387], [1.253742, -3.520693, 3.311011], [0.443822, -3.066865, 0.272823], [2.687684, -4.106351, -0.184894], [2.568029, -3.452563, 1.443623], [-0.775891, 5.874375, -1.690630], [0.573889, 7.473662, -3.390314], [0.111951, -5.424339, 2.186533], [0.618735, 2.659498, -3.310607], [-1.154507, -0.347393, 0.244120], [-1.824935, 4.561142, -0.364395], [1.197994, 0.904133, 2.022246], [-0.411640, -3.732073, 3.896211], [-1.775478, 2.140752, -0.171044], [-0.109990, -4.404392, 1.867497], [0.597413, 4.780609, -3.346064], [-1.954483, -0.786425, 1.033239], [0.378657, 0.807527, -1.825518], [-0.982996, -1.229613, -1.676016], [2.186375, -4.218431, 0.773949], [0.201128, -3.459031, 3.031069], [-2.458027, -0.284858, -1.415445], [-1.115005, 2.176207, -1.185547], [0.678328, -4.084033, 0.596550], [0.909289, -1.180073, 2.500625]],
  "forces_ev_per_angstrom": [[0.4, 0.0, 0.0], [0.1, 0.0, 0.5], [0.1, -0.1, 0.0], [-0.4, -0.3, 0.1], [-0.1, -0.1, 0.0], [0.1, 0.0, -0.1], [-0.2, -0.3, 0.3], [0.0, 0.1, 0.0], [0.0, 0.1, 0.0], [0.0, 0.6, 0.0], [0.1, 0.0, -0.1], [0.1, 0.0, 0.0], [-0.2, -0.1, 0.2], [0.2, 0.2, 0.0], [0.1, 0.3, 0.1], [0.0, -0.2, 0.0], [0.3, 0.0, -0.3], [-0.1, -0.4, 0.1], [-0.1, 0.0, 0.1], [-0.1, 0.0, -0.1], [0.1, 0.0, -0.1], [0.1, 0.0, 0.1], [0.1, 0.1, -0.1], [0.1, 0.2, -0.1], [-0.1, -0.1, 0.0], [0.0, -0.1, -0.1], [-0.4, -0.3, -0.2], [0.0, 0.0, 0.1], [-0.1, -0.2, 0.0], [0.1, 0.0, 0.0], [-0.1, 0.1, -0.1], [0.1, 0.3, -0.1], [0.0, 0.2, -0.1], [0.0, 0.1, 0.0], [0.0, 0.1, -0.1], [0.0, 0.0, 0.0], [-0.2, 0.1, -0.1], [0.1, -0.3, 0.0], [0.1, -0.1, 0.1], [0.2, -0.2, -0.3], [0.0, -0.2, 0.1], [-0.4, 0.5, -0.2]]
}



No. 3
{
  "formula": "C8H11Cl2N",
  "method": "ωB97M-V/def2-TZVPD",
  "largest_force_ev_per_a": 3.77,
  "multiplicity": 1,
  "homo_ev": [-8.326, -7.231],
  "species": ["H", "H", "H", "C", "Cl", "C", "C", "Cl", "H", "H", "H", "C", "H", "H", "C", "N", "H", "H", "C", "H", "C", "C"],
  "xyz": [[1.543852, 1.489426, -1.407091], [2.076721, -0.413573, 0.131248], [1.679648, 1.972214, 0.264600], [1.011458, 1.462189, -0.481116], [0.117731, -2.611789, 2.361501], [-1.061854, -0.165919, -0.855936], [-1.022524, 0.191123, 1.383885], [1.596992, -0.646506, 3.890730], [-2.827149, 0.006830, -2.097335], [0.991937, 0.698666, 2.204441], [-1.265440, -0.542338, -2.843963], [1.020656, -0.016762, 0.061790], [0.122535, -1.977754, -0.776466], [-0.057713, 1.787663, -0.692388], [0.236899, -0.845923, -0.911364], [-1.586180, 0.177140, 0.246676], [-1.475196, 1.100135, -2.515087], [-1.558213, 0.083436, 2.299750], [1.013621, -1.178136, 2.321182], [0.677184, -0.656098, -1.919871], [0.494347, -0.039800, 1.468302], [-1.729310, 0.125774, -2.133487]],
  "forces_ev_per_angstrom": [[0.3, 0.0, -0.8], [-0.8, 0.7, -0.3], [-1.3, 0.5, -0.7], [0.3, -0.9, 1.3], [-0.2, -1.0, 0.0], [-0.6, -0.9, -1.9], [2.9, -1.1, 2.2], [0.1, -0.6, -0.1], [0.6, 0.1, 0.0], [-0.9, 0.3, -2.2], [-0.4, -0.4, -0.6], [2.8, 0.2, -0.1], [0.4, 1.5, 0.2], [1.7, 0.3, 0.9], [0.2, -1.0, -0.8], [-3.0, 0.7, 0.1], [0.0, 0.8, 0.0], [-0.7, 0.3, 0.4], [-0.9, 0.3, 0.3], [-0.2, -0.5, 0.6], [0.5, 1.3, 2.0], [-0.6, -0.5, -0.4]]
}



No. 4
{
  "formula": "C3H10OS",
  "method": "ωB97M-V/def2-TZVPD",
  "largest_force_ev_per_a": 1.72,
  "multiplicity": 2,
  "homo_ev": [1.136, -5.540],
  "charge": -1,
  "species": ["H", "C", "O", "H", "H", "H", "S", "C", "C", "H", "H", "H", "H", "H", "H"],
  "xyz": [[2.811273, 2.375146, -1.250500], [-1.875254, -3.359413, 0.510430], [-3.047928, -3.899337, -0.147770], [-1.957469, -3.576834, 1.579393], [-3.069268, -4.862456, -0.151062], [-0.269173, 4.200029, 0.567603], [0.769028, 4.120711, -0.287884], [0.929445, 2.325393, -0.261888], [2.399921, 1.904007, -0.343631], [0.450812, 1.897304, 0.631790], [-1.037212, -3.749766, -0.071042], [3.098889, 2.245321, 0.415153], [0.355812, 1.839623, -1.055392], [-1.948743, -2.283539, 0.363824], [2.389868, 0.823811, -0.499026]],
  "forces_ev_per_angstrom": [[0.0, -0.3, -0.1], [-1.3, -0.6, -1.0], [-0.5, 0.3, -0.1], [0.7, -0.1, -0.1], [0.4, 0.2, 0.2], [-0.2, 0.0, 0.1], [0.0, 0.1, 0.0], [0.2, -0.6, 0.7], [-0.3, 0.4, -1.4], [0.2, 0.4, 0.2], [0.5, 0.2, 0.8], [-0.5, -0.2, 0.6], [0.2, 0.3, -0.3], [0.2, 0.0, 0.1], [0.4, -0.1, 0.2]]
}



For the records above, the corresponding relative energy (zero: lowest compared OMol25 entry of this formula, charge and spin) values read 135.2, 6.1, 94.0, 20.6 kcal per mole.
For the records above, the corresponding E values read -12421.656, -39120.380, -35005.394, -16153.857 eV.